(i)
ORCA calculation (ωB97M-V/def2-TZVPD) on a gas-phase ion, C9H15N2 (charge +1).

## Properties
total charge: +1
2S+1: 3
LUMO level (alpha / beta): -3.422 / -8.082 eV

XYZ file:
```
26
Properties=species:S:1:pos:R:3:mulliken_spin:R:1
H -1.29175 0.18789 1.09782 -0.017
H -2.73327 0.79065 0.52219 -0.002
N 1.80664 1.68065 -0.78233 0.363
H -1.23653 -1.00841 -1.47170 0.051
C -0.07140 2.11162 -1.91899 0.353
C -0.24929 0.81596 -1.09378 0.232
C 1.73855 -0.55973 0.79177 0.000
C -2.03426 -0.07739 0.38366 0.069
H 1.66263 0.96965 2.14885 0.000
H 1.31200 -1.52561 0.37537 0.004
H -0.68565 2.73219 -2.65386 -0.006
H 2.04236 -0.77699 2.78141 0.000
H 3.23741 0.06566 -0.55351 0.005
C 0.96284 0.70403 -0.36941 0.318
H 3.76955 -1.18207 0.40543 0.001
H -2.74153 1.46812 -1.96925 -0.006
H -2.03150 0.32662 -3.03712 -0.001
C 3.18594 -0.29910 0.46670 -0.002
C -2.49325 0.35553 -2.08538 0.029
N 1.15007 2.47562 -1.47949 0.557
H 3.45308 0.48990 1.12593 -0.002
C -1.46043 -0.03014 -1.05604 0.046
C 1.42324 -0.10809 2.08734 0.004
H -3.36391 -0.14375 -1.87765 -0.002
H 0.30891 -0.35943 2.48783 0.000
H -2.58068 -1.03179 0.57635 0.005
```

***

(ii)
ORCA calculation (ωB97M-V/def2-TZVPD) on 2 unconnected molecules or ions with the total composition C9H15N2.

## Properties
total charge: +1
2S+1: 3
LUMO level (alpha / beta): -3.226 / -5.249 eV

XYZ file:
```
26
Properties=species:S:1:pos:R:3:mulliken_spin:R:1
H 2.26915 -0.63426 0.98049 0.057
N -4.33517 0.51336 -0.78289 0.030
H 0.95741 1.54071 0.12031 0.043
H 4.72120 -0.66304 -0.52826 -0.001
H 0.20457 -2.43672 0.41853 0.035
H 5.50016 0.93092 -0.17724 0.003
H -2.81288 1.05140 2.09600 -0.002
C 4.53545 0.28912 -0.03273 0.022
C -4.24367 1.14832 0.39950 0.004
C -0.89673 -2.09416 0.57021 -0.073
N -2.62818 -0.36631 0.27313 -0.007
C -3.42748 -0.46489 -0.72765 0.134
H -5.08347 0.30528 -1.46859 -0.003
H -1.43651 -2.94444 1.03223 0.051
H 2.04271 -1.04353 -0.71574 0.003
H -5.00675 1.87054 0.77688 0.000
C -1.35167 -0.92624 0.25072 0.796
H 3.06943 1.22870 -1.52569 -0.010
H 0.31413 0.35529 -1.03085 0.024
H 4.52758 0.05171 0.99413 -0.001
H -3.18311 -1.17599 -1.44068 0.001
H 3.12047 1.62866 0.18096 -0.008
C 0.94035 0.54415 -0.20976 0.854
C -3.17718 0.68409 1.06474 0.015
C 3.22315 0.81621 -0.46029 0.069
C 2.15704 -0.20889 -0.05745 -0.036
```

***

Which one is most stable, and which one is least stable? (ii) is the most stable of them, while (i) is the least stable.

***

(i)
ORCA calculation (ωB97M-V/def2-TZVPD) on C4H9PS2 in the gas phase.

## Properties
LUMO level: -0.035 eV

XYZ file:
```
16
Properties=species:S:1:pos:R:3:lowdin_charge:R:1
H 2.85144 3.65279 -0.61742 -0.071
S 2.51365 2.26215 -2.98082 0.113
C -1.19747 -0.63692 0.80789 -0.322
P 2.72594 2.37233 -1.09898 -0.002
H -1.65120 0.40304 0.95207 0.125
C 0.56697 0.28036 -0.81191 -0.491
S 1.38829 1.28645 0.21413 0.593
C -2.11960 -1.84851 1.12220 -0.100
H 3.90964 1.84206 -0.59387 -0.073
H -1.44933 -2.67834 1.35421 0.067
H 0.05297 -1.54245 -0.58165 0.129
C -0.55676 -0.61613 -0.56414 -0.358
H -1.36468 -0.47373 -1.39383 0.154
H -2.94747 -2.15466 0.46790 0.079
H -0.39807 -0.59986 1.58478 0.099
H -2.32433 -1.54859 2.13945 0.058
```

***

(ii)
ORCA calculation (ωB97M-V/def2-TZVPD) on C4H9PS2 in the gas phase.

## Properties
LUMO level: -0.257 eV

XYZ file:
```
16
Properties=species:S:1:pos:R:3:lowdin_charge:R:1
H 0.97862 -3.38926 2.31883 -0.065
C -0.60383 2.02580 -0.64363 -0.088
H -0.52598 0.18571 -1.54683 0.069
H 1.54631 0.16466 -0.11848 0.136
S -1.61786 -4.18598 3.16996 0.085
H -1.63194 2.36648 -0.55097 0.079
H -0.05561 2.48205 0.08063 0.027
H -0.09653 2.28458 -1.53758 0.062
H -1.48279 0.03928 -0.20968 0.063
C 0.60559 0.01535 0.43980 -0.311
S -0.63150 -2.37069 0.42160 0.655
C 0.56159 -1.33319 0.94513 -0.462
H 0.34910 0.54946 1.27619 0.082
P -0.25807 -3.87301 1.85294 -0.030
C -0.56115 0.47671 -0.55606 -0.263
H 0.54426 -4.96659 1.33922 -0.038
```

***

Which one is most stable, and which one is least stable? (i) is the most stable of them, while (ii) is the least stable.